Version P
DFT (ωB97M-V/def2-TZVPD) results for a 2-piece molecular cluster, HN2O4S overall.

Element x y z (Å)
1 N 0.8386 -0.3066 -2.4229
2 N 1.1669 -1.1516 -3.0551
3 O 0.9741 -1.4539 -0.1614
4 O 0.5622 0.6884 -1.9158
5 O -1.3257 -1.1135 -0.9345
6 O -0.8786 -1.4304 1.4689
7 S -0.3767 -1.0147 0.1679
8 H -0.2029 0.3993 0.3386

Values from the calculation:
- Charge: -1
- Kohn-Sham gap: 0.3358 hartree

List of natural (NBO) charges in e, atom by atom: N 0.4697; N -0.1192; O -1.0490; O -0.3572; O -1.0425; O -1.0295; S 2.2699; H -0.1422

=====

Version Q
DFT (ωB97M-V/def2-TZVPD) results for a 2-piece molecular cluster, HN2O4S overall.

Element x y z (Å)
1 N -0.6114 0.5775 1.4232
2 N 0.3988 0.5709 0.6547
3 O 1.0817 3.4626 -0.7252
4 O -0.4814 -0.3733 2.3244
5 O -0.5610 2.1014 -1.9828
6 O 1.8358 1.5641 -2.0865
7 S 0.7290 2.2296 -1.4165
8 H 0.9632 -0.3134 0.9109

Values from the calculation:
- Charge: -1
- Kohn-Sham gap: 0.2685 hartree

List of natural (NBO) charges in e, atom by atom: N 0.1336; N -0.6064; O -0.8794; O -0.6379; O -0.8751; O -0.8910; S 2.4429; H 0.3133

=====

Relative energy of each structure, in eV: version P 0.000; version Q 1.457.